Entry 1:
Here is an isolated molecule of C3H2F2INO in a non-equilibrium geometry from the OMol25 dataset. Energies are from the ωB97M-V functional and the def2-TZVPD basis.

Computed properties:
- E: -20212.658 eV
- Structure (SMILES): C=C(N=O)C(F)(F)I
- Orbital gap (spin up / spin down): 8.243 / 8.244 eV

Each line ends with the Löwdin charge.
Geometry (Å):
1 C 0.97851 0.85769 0.56730  0.093
2 C -0.14437 0.31210 0.31534  -0.343
3 N -1.13351 0.32519 1.36033  -0.007
4 O -2.18560 -0.19455 1.28664  0.055
5 C -0.21409 -0.56020 -0.88660  -1.018
6 F -1.46809 -1.03226 -1.02689  0.020
7 F 0.03029 0.23283 -1.91919  0.032
8 I 1.15594 -2.13086 -0.93765  1.005
9 H 1.23489 1.49852 1.39968  0.099
10 H 1.74603 0.69154 -0.15895  0.063

Entry 2:
Here is a structure of composition H14O7 in a non-equilibrium geometry from the OMol25 dataset. Energies are from the ωB97M-V functional and the def2-TZVPD basis.

Computed properties:
- E: -14552.586 eV
- Orbital gap: 8.471 eV

Each line ends with the Löwdin charge.
Geometry (Å):
1 H -2.24699 -0.20992 -0.98950  0.078
2 H -0.73394 -0.13217 -0.86835  0.041
3 H -0.35521 -0.17799 3.74571  0.043
4 H 0.87845 -0.99182 3.39105  0.041
5 H 0.60055 3.21664 -0.31857  0.059
6 H -0.64412 3.53759 -1.12963  0.044
7 H 0.66167 1.21516 1.10879  0.043
8 H -0.84813 1.34922 0.99663  0.073
9 H 2.28888 0.27197 0.31256  0.064
10 H 2.19563 1.33795 -0.76681  0.082
11 H 1.24821 -2.76013 -0.36856  0.045
12 H 1.37162 -1.43624 0.36775  0.006
13 H -1.25621 -1.53206 -2.33361  0.064
14 H -2.57903 -2.18976 -2.69086  0.041
15 O -1.47698 -0.73197 -0.73744  -0.119
16 O 0.17853 -0.46083 2.99463  -0.045
17 O -0.23395 2.83476 -0.61314  -0.082
18 O -0.04482 1.33502 0.46420  -0.220
19 O 1.65799 0.84654 -0.13558  -0.075
20 O 1.89540 -2.10093 -0.09359  -0.056
21 O -2.04884 -1.90989 -1.93616  -0.127

Entry 3:
Here is a structure of composition C38H38Cl3CoF6N2O9P2S2 in a non-equilibrium geometry from the OMol25 dataset. Energies are from the ωB97M-V functional and the def2-TZVPD basis.

Computed properties:
- E: -193181.554 eV
- Net charge: -1
- <S²>: 3.76
- 2S+1: 4
- Orbital gap (spin up / spin down): 7.350 / 7.806 eV

Each line ends with the Löwdin charge.
Geometry (Å):
1 Co 0.75130 -0.56401 0.70687  0.507
2 C -5.50337 0.84715 -2.05924  -0.097
3 C -5.65395 0.77458 -0.68556  -0.080
4 C -4.57174 0.47360 0.11861  -0.106
5 C -3.31889 0.22073 -0.43601  -0.318
6 C -3.17700 0.30882 -1.81542  -0.095
7 C -4.25752 0.62629 -2.61896  -0.086
8 P -1.84982 -0.22663 0.59469  1.155
9 C -2.44054 0.51418 2.15210  -0.383
10 C -2.45435 -0.19841 3.34331  -0.091
11 C -2.88063 0.41530 4.50822  -0.083
12 C -3.29224 1.73530 4.49355  -0.090
13 C -3.26272 2.45397 3.30972  -0.090
14 C -2.82793 1.85171 2.14712  -0.123
15 C -2.27361 -2.00246 0.83832  -0.289
16 C -3.54316 -2.43764 1.13388  -0.084
17 C -3.82852 -3.80586 1.20735  -0.080
18 C -2.84935 -4.72431 0.95105  -0.042
19 C -1.53410 -4.31679 0.65165  -0.173
20 C -0.52072 -5.25109 0.36427  -0.051
21 C 0.74682 -4.82728 0.08574  -0.079
22 C 1.05050 -3.45593 0.11214  -0.158
23 C 0.11025 -2.49071 0.39255  -0.179
24 C -1.22111 -2.92776 0.62918  -0.194
25 H -6.35315 1.08522 -2.68303  0.096
26 H -6.62170 0.95486 -0.23877  0.101
27 H -4.70906 0.45463 1.18917  0.101
28 H -2.20741 0.13861 -2.25665  0.075
29 H -4.13406 0.70670 -3.68940  0.098
30 H -2.10696 -1.22128 3.36061  0.114
31 H -2.88511 -0.14241 5.43373  0.105
32 H -3.61257 2.21201 5.40822  0.099
33 H -3.56622 3.48936 3.29668  0.107
34 H -2.77802 2.41754 1.22695  0.112
35 H -4.33262 -1.72333 1.31147  0.093
36 H -4.83283 -4.12576 1.44901  0.097
37 H -3.06467 -5.78394 0.97928  0.105
38 H -0.77212 -6.30161 0.36719  0.102
39 H 1.52960 -5.53889 -0.14145  0.098
40 H 2.07396 -3.17444 -0.09053  0.026
41 F 0.62506 1.49850 5.72164  0.124
42 C 0.90541 0.80982 4.60462  -0.639
43 F 0.15689 -0.28423 4.61787  0.152
44 F 2.18548 0.46628 4.67201  0.144
45 S 0.54362 1.89861 3.11066  0.620
46 O 0.08327 1.02167 2.06442  -0.416
47 O -0.41709 2.83026 3.60578  -0.244
48 N 1.92339 2.57536 2.81636  -0.260
49 S 2.64638 2.35304 1.44196  0.596
50 O 2.81508 3.55157 0.68400  -0.253
51 O 2.23951 1.19223 0.69874  -0.417
52 C 4.37164 2.03523 2.11492  -0.677
53 F 5.28658 1.87781 1.15028  0.109
54 F 4.41890 0.97369 2.90927  0.093
55 F 4.74375 3.09521 2.83611  0.131
56 C 4.30139 -3.15303 -3.38695  -0.063
57 C 3.89719 -2.31776 -2.17982  -0.340
58 O 2.64330 -1.71244 -2.45287  -0.281
59 P 1.80800 -0.64396 -1.49938  0.831
60 O 2.45272 0.76545 -1.88629  -0.299
61 C 2.76532 1.15253 -3.22117  -0.267
62 C 4.23322 1.54027 -3.29307  -0.055
63 O 0.55059 -0.60179 -2.54341  -0.303
64 C -0.17338 -1.78060 -2.86168  -0.296
65 C -0.26817 -1.90857 -4.37547  -0.059
66 H 5.25623 -3.62641 -3.17803  0.075
67 H 4.39459 -2.53343 -4.27507  0.071
68 H 3.56024 -3.92360 -3.58123  0.075
69 H 4.65016 -1.54828 -1.98219  0.084
70 H 3.82868 -2.96398 -1.30065  0.049
71 H 2.13263 2.01169 -3.46364  0.122
72 H 2.53234 0.33473 -3.91032  0.109
73 H 4.44714 2.25978 -2.50697  0.082
74 H 4.46197 1.98326 -4.25927  0.074
75 H 4.86136 0.66648 -3.13943  0.067
76 H -1.16840 -1.70480 -2.41253  0.101
77 H 0.32593 -2.65252 -2.43852  0.101
78 H -0.65755 -0.98674 -4.80128  0.073
79 H -0.92965 -2.72989 -4.63847  0.075
80 H 0.71938 -2.09162 -4.79237  0.071
81 N -0.43458 1.92721 -1.00417  0.110
82 C -0.68013 3.28140 -1.07617  -0.305
83 C -1.07754 3.87231 -2.27736  -0.047
84 C -1.35564 5.22496 -2.33522  -0.111
85 C -1.25368 6.01213 -1.19839  -0.122
86 C -0.88959 5.42550 0.00554  -0.084
87 C -0.60586 4.07671 0.07061  -0.034
88 H -0.19407 1.48035 -1.87794  0.067
89 H 0.18069 1.65221 -0.24987  0.023
90 H -1.15163 3.25802 -3.16498  0.103
91 H -1.63812 5.67297 -3.27919  0.094
92 H -1.45558 7.07385 -1.25069  0.089
93 H -0.80567 6.03056 0.89836  0.105
94 H -0.30303 3.62457 1.00582  0.087
95 Cl 4.19284 -0.98539 0.65499  0.717
96 C 4.13583 -2.15700 1.98503  -1.437
97 Cl 4.28304 -3.79273 1.32918  0.618
98 Cl 5.50198 -1.89611 3.06265  0.616
99 C 2.73804 -2.02359 2.82865  -0.795
100 O 2.67998 -2.74257 3.79611  0.032
101 O 1.95493 -1.18515 2.36086  -0.107

Table of relative energy (zero: lowest compared OMol25 entry of this formula, charge and spin) (kJ/mol), in record order: 0.0; 856.4; 113.1